Molecular formula: C29H54N6O6
Method: DFT, ωB97M-V/def2-TZVPD

Element x y z (Å)
C  -5.657  -2.408  7.512
C  -4.374  -1.606  7.690
C  -4.291  -0.472  6.657
N  -3.158  0.431  6.772
C  -1.863  -0.184  6.554
H  -1.667  -1.031  7.231
C  -1.672  -0.666  5.108
O  -0.368  -1.151  4.901
H  0.246  -0.404  4.879
C  -2.004  0.475  4.132
N  -1.704  0.072  2.779
C  -2.515  -0.691  1.990
O  -3.646  -1.017  2.241
C  -1.711  -1.024  0.731
N  -0.438  -0.383  1.018
C  -0.434  0.224  2.229
O  0.485  0.815  2.747
C  0.764  -0.523  0.240
N  0.833  0.364  -0.890
C  0.595  -0.070  -2.151
O  0.220  -1.167  -2.489
N  0.836  1.002  -3.010
C  1.298  2.098  -2.343
O  1.618  3.147  -2.845
C  1.304  1.739  -0.858
C  0.358  2.663  -0.093
H  -0.667  2.525  -0.431
H  0.417  2.460  0.973
H  0.648  3.695  -0.275
C  2.731  1.848  -0.319
H  2.743  1.685  0.756
H  3.378  1.121  -0.807
H  3.109  2.845  -0.527
C  0.847  0.871  -4.447
H  0.034  0.205  -4.739
H  0.693  1.869  -4.865
C  2.202  0.303  -4.913
O  3.263  0.967  -4.271
H  3.186  1.916  -4.436
H  2.285  -0.737  -4.579
C  2.296  0.371  -6.459
N  3.186  -0.578  -7.079
C  4.573  -0.480  -6.660
H  4.782  -1.084  -5.764
H  4.774  0.561  -6.404
C  5.516  -0.893  -7.792
C  6.974  -0.695  -7.400
H  7.216  -1.289  -6.520
H  7.170  0.349  -7.169
H  7.633  -0.998  -8.210
H  5.281  -0.293  -8.673
H  5.349  -1.939  -8.052
C  2.655  -1.932  -7.137
C  1.942  -2.177  -8.469
C  1.401  -3.597  -8.562
H  0.894  -3.753  -9.512
H  2.211  -4.320  -8.483
H  0.693  -3.790  -7.759
H  1.123  -1.464  -8.575
H  2.647  -1.991  -9.280
H  3.477  -2.644  -7.041
H  1.955  -2.129  -6.312
H  1.300  0.213  -6.878
H  2.623  1.379  -6.736
H  1.602  -0.319  0.914
H  0.826  -1.542  -0.153
C  -1.578  -2.540  0.590
H  -1.114  -2.792  -0.360
H  -0.983  -2.946  1.406
H  -2.569  -2.983  0.626
C  -2.405  -0.422  -0.492
H  -1.893  -0.725  -1.401
H  -3.431  -0.781  -0.527
H  -2.418  0.664  -0.428
H  -1.389  1.349  4.359
H  -3.060  0.732  4.205
H  -2.320  -1.522  4.897
H  -1.099  0.573  6.750
C  -3.180  1.254  7.973
H  -2.624  0.790  8.803
C  -2.617  2.651  7.698
C  -2.770  3.558  8.912
H  -2.242  3.142  9.768
H  -2.362  4.545  8.705
H  -3.818  3.669  9.179
H  -1.562  2.584  7.431
H  -3.149  3.075  6.846
H  -4.219  1.365  8.291
H  -4.280  -0.905  5.654
H  -5.193  0.142  6.733
H  -4.343  -1.185  8.697
H  -3.517  -2.271  7.575
H  -6.528  -1.772  7.650
H  -5.705  -3.219  8.235
H  -5.701  -2.836  6.513

Properties
F_max	0.709	eV/A
HOMO energy	-0.29989	Eh
charge	0
energy relative to the best compared isomer or geometry (same formula, charge and spin)	4.8	kcal/mol

Here are the Löwdin charges for atoms 1 to 2, given in e: C -0.11; C -0.24

---

Molecular formula: C29H55FeN3O4PS3Si
Method: DFT, ωB97M-V/def2-TZVPD

Element x y z (Å)
Fe  -0.184  1.068  0.283
N  2.232  2.267  4.022
C  1.458  2.123  2.856
S  1.738  0.678  1.962
N  0.656  3.113  2.633
N  -0.072  3.014  1.461
C  -0.986  3.905  1.369
C  -1.899  4.085  0.255
C  -2.794  5.158  0.361
C  -3.708  5.471  -0.627
C  -3.722  4.670  -1.773
C  -2.858  3.609  -1.912
C  -1.907  3.260  -0.911
O  -1.112  2.274  -1.120
H  2.466  1.379  4.436
H  1.798  2.913  4.667
H  -1.096  4.611  2.194
H  -2.757  5.757  1.266
H  -4.390  6.304  -0.514
H  -4.430  4.882  -2.569
H  -2.874  2.980  -2.795
C  2.480  2.971  -2.947
C  2.710  2.342  -1.576
C  2.525  3.398  -0.492
C  4.106  1.734  -1.481
O  1.728  1.333  -1.315
Si  1.262  -0.038  -2.108
S  -0.243  -0.988  -1.134
O  2.616  -0.972  -2.370
C  3.140  -2.097  -1.678
C  2.374  -3.352  -2.092
C  3.077  -1.907  -0.165
C  4.599  -2.211  -2.125
O  0.936  0.529  -3.633
C  0.134  -0.023  -4.661
C  0.604  0.645  -5.955
C  0.322  -1.535  -4.767
C  -1.328  0.330  -4.394
H  3.128  3.846  -3.054
H  1.440  3.283  -3.038
H  2.692  2.267  -3.751
H  3.222  4.226  -0.651
H  2.700  2.963  0.492
H  1.505  3.779  -0.516
H  4.860  2.517  -1.606
H  4.252  0.974  -2.248
H  4.236  1.275  -0.500
H  1.317  -3.234  -1.854
H  2.759  -4.228  -1.565
H  2.478  -3.517  -3.167
H  2.042  -1.883  0.178
H  3.546  -0.965  0.120
H  3.596  -2.723  0.344
H  4.648  -2.277  -3.214
H  5.068  -3.098  -1.694
H  5.159  -1.330  -1.807
H  1.644  0.380  -6.158
H  0.539  1.729  -5.849
H  -0.012  0.335  -6.803
H  1.384  -1.771  -4.847
H  -0.197  -1.920  -5.649
H  -0.075  -2.033  -3.883
H  -1.432  1.413  -4.320
H  -1.651  -0.099  -3.447
H  -1.968  -0.038  -5.202
S  -2.099  0.367  1.873
C  0.788  -3.038  3.141
C  -0.605  -3.363  2.620
C  -1.184  -4.576  3.343
P  -1.678  -1.657  2.579
C  -3.288  -2.498  2.127
C  -3.135  -3.133  0.742
C  -4.536  -1.618  2.104
C  -1.673  -1.424  4.444
C  -1.025  -0.106  4.860
C  -3.013  -1.589  5.156
H  1.510  -3.804  2.835
H  0.812  -3.005  4.235
H  1.143  -2.072  2.775
H  -0.507  -3.595  1.556
H  -1.390  -4.347  4.394
H  -0.481  -5.423  3.338
H  -2.113  -4.930  2.893
H  -3.456  -3.292  2.863
H  -2.867  -2.367  0.012
H  -4.084  -3.583  0.428
H  -2.372  -3.909  0.707
H  -4.465  -0.881  1.305
H  -4.687  -1.061  3.025
H  -5.414  -2.252  1.932
H  -1.015  -2.220  4.802
H  -1.667  0.742  4.625
H  -0.087  0.064  4.330
H  -0.829  -0.127  5.940
H  -3.715  -0.819  4.837
H  -2.876  -1.474  6.237
H  -3.472  -2.565  4.981

Properties
F_max	0.698	eV/A
HOMO energy (spin up / spin down)	0.01442 / -0.05935	Eh
charge	-2
energy relative to the best compared isomer or geometry (same formula, charge and spin)	0.0	kcal/mol
multiplicity	6

Here are the Löwdin charges for atoms 1 to 2, given in e: Fe 0.25; N 0.01

---

Molecular formula: C29H55N2O2PS2Sn
Method: DFT, ωB97M-V/def2-TZVPD

Element x y z (Å)
Sn  0.048  0.381  -0.161
C  0.972  -1.876  2.127
C  1.965  -0.970  1.945
C  2.776  -1.475  0.633
C  2.119  -2.569  0.202
C  1.050  -2.892  1.119
C  0.224  -4.106  1.092
C  0.378  -4.891  -0.213
C  0.709  -4.982  2.283
C  -1.255  -3.716  1.316
C  4.062  -0.993  0.023
C  4.577  -2.014  -1.004
C  5.173  -0.837  1.079
C  3.820  0.332  -0.734
C  2.229  0.109  2.957
C  3.229  -0.488  3.988
C  0.933  0.457  3.718
C  2.768  1.428  2.379
H  0.311  -1.917  2.976
H  2.414  -3.204  -0.614
H  1.392  -5.279  -0.327
H  0.140  -4.277  -1.085
H  -0.298  -5.745  -0.206
H  1.759  -5.254  2.169
H  0.113  -5.895  2.293
H  0.584  -4.472  3.238
H  -1.590  -2.979  0.582
H  -1.421  -3.307  2.312
H  -1.874  -4.606  1.211
H  4.737  -2.993  -0.550
H  5.534  -1.669  -1.392
H  3.901  -2.123  -1.855
H  5.297  -1.762  1.647
H  5.002  -0.024  1.777
H  6.112  -0.635  0.565
H  3.141  0.166  -1.573
H  4.769  0.686  -1.138
H  3.408  1.120  -0.105
H  2.802  -1.371  4.464
H  3.413  0.269  4.751
H  4.180  -0.768  3.542
H  0.607  -0.353  4.371
H  0.117  0.710  3.038
H  1.117  1.324  4.349
H  3.738  1.333  1.904
H  2.875  2.142  3.194
H  2.063  1.862  1.664
C  0.938  5.439  -0.563
C  -0.264  4.839  -1.263
C  -0.651  5.606  -2.506
O  -1.463  4.836  -0.423
P  -1.678  4.202  0.998
S  -0.679  4.783  2.491
S  -1.260  2.094  0.667
O  -3.213  4.270  1.223
C  -4.362  4.425  0.305
C  -4.486  5.876  -0.097
C  -4.276  3.470  -0.868
H  1.772  5.474  -1.265
H  1.235  4.856  0.307
H  0.716  6.454  -0.231
H  -0.059  3.791  -1.515
H  -0.829  6.653  -2.261
H  -1.554  5.195  -2.961
H  0.160  5.555  -3.234
H  -5.198  4.143  0.941
H  -3.647  6.184  -0.721
H  -4.525  6.515  0.785
H  -5.410  6.011  -0.660
H  -3.447  3.738  -1.525
H  -5.203  3.529  -1.440
H  -4.151  2.443  -0.521
C  -0.086  0.662  -3.422
C  -0.798  0.672  -4.810
N  -2.139  0.127  -4.671
C  -2.927  0.954  -3.767
C  -2.245  0.972  -2.372
N  -1.020  0.121  -2.406
C  -1.396  -1.264  -2.779
C  -2.091  -1.241  -4.175
H  0.214  1.667  -3.114
H  0.806  0.032  -3.444
H  -0.246  0.067  -5.528
H  -0.869  1.685  -5.201
H  -3.932  0.540  -3.704
H  -2.994  1.959  -4.181
H  -2.905  0.589  -1.593
H  -1.943  1.979  -2.090
H  -2.055  -1.663  -2.005
H  -0.486  -1.868  -2.805
H  -3.108  -1.623  -4.104
H  -1.544  -1.854  -4.889

Properties
F_max	1.034	eV/A
HOMO energy	-0.49624	Eh
charge	+2

Here are the Löwdin charges for atoms 1 to 2, given in e: Sn 1.09; C -0.04

---

Molecular formula: C29H55N9O3PS2SbTeTl
Method: DFT, ωB97M-V/def2-TZVPD

Element x y z (Å)
Tl  0.059  -0.062  -0.366
C  0.232  -0.462  -5.883
N  -0.326  -0.966  -4.651
C  -0.506  -2.402  -4.540
C  -0.977  -0.181  -3.757
O  -1.628  -0.650  -2.838
C  -0.750  1.322  -3.832
O  0.608  1.539  -3.479
C  0.819  2.794  -2.861
C  2.065  2.700  -1.995
O  2.669  1.640  -1.876
N  2.471  3.847  -1.404
C  1.663  5.051  -1.322
C  3.592  3.797  -0.490
H  1.095  -1.072  -6.156
H  0.578  0.561  -5.754
H  -0.486  -0.500  -6.711
H  0.351  -2.899  -4.996
H  -1.423  -2.736  -5.037
H  -0.560  -2.672  -3.489
H  -1.425  1.762  -3.096
H  -0.968  1.748  -4.821
H  -0.014  3.021  -2.181
H  0.919  3.591  -3.610
H  0.654  4.885  -1.678
H  2.130  5.870  -1.881
H  1.559  5.338  -0.275
H  4.191  2.917  -0.704
H  3.239  3.753  0.546
H  4.202  4.695  -0.612
N  2.738  -0.948  -3.595
C  2.669  -2.172  -3.027
N  1.941  -2.452  -1.993
C  2.178  -3.735  -1.550
C  3.055  -4.461  -2.289
S  3.666  -3.499  -3.589
C  1.487  -4.212  -0.340
C  1.454  -5.498  0.095
S  0.571  -5.594  1.579
C  0.312  -3.869  1.492
N  0.833  -3.298  0.454
N  -0.415  -3.202  2.424
H  2.260  -0.170  -3.149
H  3.088  -0.832  -4.525
H  3.386  -5.474  -2.139
H  1.874  -6.377  -0.361
H  -0.649  -3.632  3.298
H  -0.417  -2.191  2.364
C  3.635  1.064  4.545
N  3.469  1.671  3.231
C  4.398  1.031  2.304
N  4.271  -0.424  2.239
C  4.409  -0.961  3.587
N  3.481  -0.392  4.565
C  2.099  -0.774  4.251
P  1.497  -0.195  2.582
C  2.082  1.557  2.759
C  2.987  -0.806  1.640
H  2.912  1.505  5.234
H  4.644  1.295  4.902
H  5.416  1.266  2.629
H  4.243  1.439  1.304
H  5.426  -0.751  3.932
H  4.268  -2.044  3.554
H  1.437  -0.368  5.022
H  2.016  -1.864  4.296
H  1.413  2.091  3.438
H  1.961  2.047  1.790
H  2.940  -0.413  0.620
H  2.929  -1.893  1.557
C  -3.768  -2.725  1.356
C  -4.383  -1.502  0.690
C  -4.670  -1.811  -0.777
Sb  -2.950  0.239  0.779
C  -3.248  0.380  2.947
C  -2.169  1.160  3.684
C  -4.636  0.831  3.385
C  -4.479  1.503  -0.156
C  -4.111  1.672  -1.630
C  -4.739  2.869  0.464
H  -4.394  -3.618  1.224
H  -3.619  -2.591  2.431
H  -2.789  -2.951  0.920
H  -5.317  -1.233  1.196
H  -3.738  -1.960  -1.333
H  -5.216  -1.006  -1.272
H  -5.266  -2.728  -0.887
H  -3.141  -0.680  3.204
H  -2.197  2.218  3.421
H  -1.168  0.809  3.420
H  -2.303  1.061  4.770
H  -4.729  1.915  3.306
H  -4.809  0.572  4.437
H  -5.435  0.378  2.795
H  -5.381  0.888  -0.071
H  -3.229  2.314  -1.701
H  -4.931  2.152  -2.177
H  -3.873  0.725  -2.120
H  -3.818  3.454  0.496
H  -5.137  2.801  1.475
H  -5.472  3.415  -0.145
Te  -0.881  2.756  0.492

Properties
F_max	0.433	eV/A
HOMO energy	-0.09018	Eh
charge	-1

Here are the Löwdin charges for atoms 1 to 2, given in e: Tl 0.24; C -0.06

---

Molecular formula: C29H56BFNO20Si
Method: DFT, ωB97M-V/def2-TZVPD

Element x y z (Å)
C  -3.035  2.519  -0.117
C  -2.105  3.056  -1.203
O  -0.759  2.676  -1.031
C  -0.561  1.255  -1.038
B  0.988  0.850  -1.323
F  1.814  1.417  -0.321
O  1.546  1.266  -2.646
C  1.516  0.153  -3.459
C  0.071  -0.114  -3.979
C  -0.782  1.106  -4.240
O  -1.983  1.052  -4.236
O  -0.120  2.263  -4.474
C  2.471  0.191  -4.667
C  2.370  1.421  -5.540
O  2.954  2.445  -5.368
O  1.530  1.287  -6.627
C  1.859  -1.028  -2.465
C  3.350  -0.935  -2.030
C  4.275  -2.128  -2.218
O  3.846  -3.324  -1.560
Si  4.212  -3.603  0.028
C  2.646  -4.133  0.884
C  5.420  -5.034  0.159
C  4.945  -2.148  0.938
N  1.563  -2.254  -3.151
C  0.931  -3.257  -2.713
C  -0.150  -3.278  -1.658
C  1.177  -4.578  -3.388
O  1.079  -0.645  -1.352
H  -2.485  2.478  0.827
H  -3.933  3.125  -0.001
H  -3.314  1.489  -0.342
H  -2.460  2.703  -2.181
H  -2.143  4.147  -1.225
H  -1.259  0.813  -1.762
H  -0.831  0.830  -0.058
H  -0.486  -0.675  -3.230
H  0.045  -0.731  -4.881
H  -0.283  2.880  -3.745
H  3.515  0.092  -4.379
H  2.225  -0.691  -5.264
H  1.575  0.380  -6.945
H  3.804  -0.099  -2.561
H  3.369  -0.645  -0.982
H  4.394  -2.355  -3.280
H  5.272  -1.863  -1.845
H  1.941  -3.300  0.911
H  2.835  -4.503  1.894
H  2.169  -4.931  0.311
H  5.829  -5.063  1.171
H  4.882  -5.972  -0.003
H  6.235  -4.978  -0.563
H  5.106  -2.495  1.965
H  4.289  -1.280  0.997
H  5.929  -1.864  0.559
H  -1.081  -3.556  -2.159
H  0.055  -4.056  -0.921
H  -0.238  -2.332  -1.139
H  1.651  -4.411  -4.355
H  0.274  -5.176  -3.509
H  1.895  -5.126  -2.770
C  -3.295  1.461  4.532
O  -4.250  1.727  3.498
C  -5.483  1.959  3.925
O  -5.847  1.963  5.076
O  -6.260  2.192  2.868
C  -7.626  2.462  3.187
H  -2.353  1.296  4.018
H  -3.213  2.313  5.204
H  -3.578  0.574  5.095
H  -7.707  3.350  3.812
H  -8.076  1.614  3.699
H  -8.121  2.629  2.235
C  10.493  -4.938  0.327
O  9.492  -3.952  0.066
C  9.934  -2.694  0.101
O  11.067  -2.353  0.327
O  8.909  -1.889  -0.155
C  9.223  -0.492  -0.151
H  9.983  -5.895  0.264
H  11.286  -4.885  -0.416
H  10.914  -4.803  1.322
H  9.964  -0.266  -0.916
H  9.594  -0.187  0.826
H  8.290  0.017  -0.372
C  -5.331  4.170  10.692
O  -6.399  3.301  10.306
C  -6.009  2.255  9.572
O  -4.877  2.014  9.245
O  -7.084  1.530  9.274
C  -6.812  0.382  8.461
H  -5.794  4.962  11.274
H  -4.602  3.637  11.298
H  -4.841  4.588  9.815
H  -6.127  -0.293  8.971
H  -6.392  0.686  7.503
H  -7.770  -0.106  8.309
C  -4.562  2.228  -5.103
O  -5.888  2.700  -4.774
C  -5.935  3.533  -3.748
O  -5.006  3.934  -3.097
O  -7.219  3.873  -3.539
C  -7.403  4.771  -2.445
H  -4.695  1.569  -5.955
H  -3.920  3.064  -5.372
H  -4.125  1.684  -4.275
H  -6.869  5.704  -2.617
H  -7.054  4.323  -1.515
H  -8.472  4.957  -2.392

Properties
F_max	1.576	eV/A
HOMO energy	-0.20633	Eh
charge	-1

Here are the Löwdin charges for atoms 1 to 2, given in e: C -0.08; C -0.29